{"formula": "C2ClF3", "method": "ωB97M-V/def2-TZVPD", "symbols": ["F", "C", "Cl", "F", "C", "F"], "xyz": [[-1.997, -0.149, 0.345], [-0.832, -0.530, 0.678], [0.390, -0.528, -1.670], [-0.340, 0.453, 1.401], [1.755, 0.289, -1.082], [2.765, -0.519, -1.036]], "lumo_ha": -0.024, "orbital_gap_ev": 9.643, "de_lowest_kj_mol": 379.7, "homo_energy_ev": -10.30, "e_tot_ha": -835.8104, "mol_weight_g_mol": 116.47}